*A*
# C15H21N3O2S

An isolated molecule of C15H21N3O2S (the ωB97M-V functional and the def2-TZVPD basis, the Open Molecules 2025 dataset).

Last column: Löwdin charge in e.
CARTESIAN COORDINATES (ANGSTROEM)
C 2.327 3.083 -1.008  -0.136
C -2.500 -3.216 3.015  -0.043
H 3.551 0.642 -0.367  0.135
S -0.040 -0.277 -1.714  0.705
C -2.999 -0.137 -0.858  -0.051
C 1.504 1.258 1.962  -0.151
C 1.344 2.365 1.183  -0.097
H -0.293 3.270 -1.794  0.125
H -2.638 -0.023 -1.874  0.055
H 1.865 4.043 -0.760  0.126
C 1.490 -2.338 0.185  -0.048
C 2.823 1.034 0.314  -0.182
C -0.734 -1.203 -0.336  -0.168
H -3.101 0.845 -0.393  0.088
C -1.883 -2.508 1.849  -0.257
N 2.200 2.217 0.130  -0.099
N -0.151 1.308 -1.117  -0.113
H 1.723 -2.353 -0.873  0.067
H -3.307 -2.628 3.444  0.078
H -2.914 -4.171 2.690  0.088
H -3.992 -0.581 -0.890  0.089
O 1.350 -0.528 -1.948  -0.300
N 2.434 0.437 1.409  0.051
C 0.046 -2.066 0.435  -0.218
H 1.019 1.000 2.883  0.093
H -1.757 -3.415 3.783  0.079
H 3.391 3.249 -1.209  0.127
H 2.080 -1.541 0.644  0.056
C -0.552 -2.700 1.521  0.001
H -1.068 1.439 -0.721  0.080
C -2.638 -1.669 1.045  -0.008
H -3.685 -1.517 1.270  0.121
H -0.270 2.041 -3.083  0.113
H 2.099 1.509 -2.462  0.093
O -0.882 -0.396 -2.882  -0.307
H 1.872 3.148 -3.107  0.117
H 0.051 -3.362 2.125  0.121
C -2.087 -1.013 -0.048  -0.239
C 1.670 2.490 -2.260  -0.161
C 0.158 2.325 -2.112  -0.224
H 0.717 3.227 1.290  0.111
H 1.777 -3.284 0.640  0.084

As for the structure (SMILES): Cc1cc(C)c(S(=O)(=O)NCCCn2ccnc2)c(C)c1. As for the HOMO energy: -0.31274 Ha. The charge is 0.



*B*
# C15H21N3O2S

An isolated molecule of C15H21N3O2S (the ωB97M-V functional and the def2-TZVPD basis, the Open Molecules 2025 dataset).

Last column: Löwdin charge in e.
CARTESIAN COORDINATES (ANGSTROEM)
C 0.495 0.230 -0.668  -0.004
H 0.951 -1.878 7.412  0.123
H 3.455 0.806 7.073  0.054
C 0.933 -1.491 6.391  -0.193
C 0.758 0.704 -6.264  -0.262
C -1.730 -0.467 -0.105  -0.016
H -0.440 2.281 -7.147  0.066
C 0.074 1.373 -7.451  -0.111
H 1.168 -2.316 5.710  0.122
H 1.447 1.411 -5.797  0.107
C -0.226 0.185 -5.217  -0.187
H 1.531 0.339 -0.382  0.121
H 1.348 -0.140 -6.626  0.106
H -3.185 -0.200 -1.652  0.120
N -0.417 -1.037 6.116  -0.015
O 1.340 -0.839 1.817  0.051
C -2.155 -0.083 -1.355  0.009
H -0.300 2.079 -4.147  0.126
H 0.737 -1.340 3.772  0.128
C -0.953 -0.827 4.898  -0.864
C 0.074 0.622 -1.922  -0.006
H -0.652 0.699 -7.900  0.075
H 0.319 -0.391 -4.465  0.108
H 0.809 1.637 -8.208  0.069
C -1.264 0.471 -2.283  -0.261
C -0.391 -0.312 0.259  -0.146
H 2.729 -0.452 8.186  0.057
H -1.693 1.781 -5.207  0.127
N -0.773 -0.977 2.542  0.050
N -0.279 -1.265 3.811  0.025
H -1.715 -0.590 2.585  0.047
C -0.991 1.310 -4.515  -0.198
C 0.148 -0.705 1.574  -0.425
H 0.795 1.042 -2.606  0.108
C 1.945 -0.388 6.242  -0.165
H -2.440 -0.911 0.575  0.114
H -0.947 -0.487 -5.686  0.120
C 2.744 0.010 7.212  0.012
H 1.975 0.092 5.273  0.100
H -0.942 -0.637 6.879  0.120
O -1.811 0.828 -3.468  -0.034
S -2.472 -0.168 4.747  0.621

As for the structure (SMILES): C=CCNC(=S)NNC(=O)c1ccc(OCCCC)cc1. As for the HOMO energy: -0.30888 Ha. The charge is 0.



Last place for stability: *B*



*A*
# C7H10O3

An isolated molecule of C7H10O3 (the ωB97M-V functional and the def2-TZVPD basis, the Open Molecules 2025 dataset).

Last column: Löwdin charge in e.
CARTESIAN COORDINATES (ANGSTROEM)
O 2.134 -3.245 2.177  0.109
C 1.723 -2.723 1.165  -0.559
C -0.903 2.289 0.145  -0.052
H -1.612 -0.396 1.180  0.057
H -1.258 2.229 1.146  0.077
H 2.285 -0.911 -0.783  0.176
H -0.079 3.032 0.021  0.097
O 1.793 -1.419 1.041  0.025
H -1.661 2.335 -0.605  0.071
C 0.869 0.573 -0.042  -0.071
H -2.509 0.284 -0.234  0.092
C 1.162 -3.594 0.138  -0.071
O 1.745 -4.591 -0.203  0.140
C -1.594 -0.131 0.203  -0.009
H 2.672 -4.772 0.116  0.164
C -0.410 0.865 0.107  -0.314
H 0.461 -1.446 -0.598  0.074
H -1.327 -0.982 -0.361  0.054
H 1.601 1.357 0.053  0.112
C 1.238 -0.836 -0.182  -0.173

As for the HOMO energy: -0.31222 Ha. The charge is 0.



*B*
# C7H10O3

A cluster of 2 separate species, C7H10O3 in total (the ωB97M-V functional and the def2-TZVPD basis, the Open Molecules 2025 dataset).

Last column: Löwdin charge in e.
CARTESIAN COORDINATES (ANGSTROEM)
H 0.832 1.409 2.427  0.139
C -1.251 -0.679 -0.205  -0.156
O 0.408 -0.600 -3.373  -0.081
H 0.522 -1.918 -0.301  0.128
O 1.962 0.135 -1.228  0.038
C 0.955 -0.233 0.979  -0.205
C 0.003 -1.282 0.426  -0.134
H -1.056 -0.296 -1.225  0.129
C 0.314 0.936 1.589  0.075
H 1.703 -0.652 1.667  0.160
C -1.805 0.460 0.560  0.018
H -1.512 2.058 1.954  0.116
C -1.066 1.216 1.427  -0.033
H -2.034 -1.438 -0.342  0.130
C 1.877 0.556 -0.078  -0.603
H 0.901 -0.441 -2.547  -0.022
H 0.286 0.271 -3.760  0.031
H -0.301 -1.927 1.263  0.124
H -2.853 0.723 0.394  0.127
O 2.115 1.704 0.372  0.018

As for the HOMO energy: -0.34394 Ha. The charge is 0.



Last place for stability: *A*



*A*
# C7H10O3

An isolated molecule of C7H10O3 (the ωB97M-V functional and the def2-TZVPD basis, the Open Molecules 2025 dataset).

Last column: Löwdin charge in e.
CARTESIAN COORDINATES (ANGSTROEM)
H 0.010 1.854 -1.966  0.098
O 2.691 -0.417 -0.283  0.089
C -0.503 1.408 -1.117  -0.006
O 1.266 1.873 0.468  0.041
C -1.631 0.410 1.573  -0.048
H -2.339 0.260 0.759  0.083
C 1.552 -0.191 -0.973  -0.483
C -0.232 -0.041 1.186  -0.224
H 0.222 -2.524 -1.166  0.086
H -1.982 -0.142 2.446  0.082
O 1.437 -0.437 -2.147  0.071
H -1.193 2.133 -0.686  0.089
H 0.494 0.063 1.989  0.153
C -0.191 -2.298 -0.192  0.093
H -1.038 0.524 -1.457  0.091
H -0.806 -3.058 0.289  0.094
H 3.354 -0.772 -0.900  0.126
C -0.038 -1.161 0.411  -0.026
C 0.535 1.047 -0.064  -0.496
H -1.607 1.471 1.828  0.088

As for the HOMO energy (alpha / beta): -0.30323 / -0.30324 Ha. The charge is 0.



*B*
# C7H10O3

A structure of composition C7H10O3 (the ωB97M-V functional and the def2-TZVPD basis, the Open Molecules 2025 dataset).

Last column: Löwdin charge in e.
CARTESIAN COORDINATES (ANGSTROEM)
C 0.769 -1.571 -0.336  -0.018
C -0.533 1.177 -0.564  -0.430
H 1.870 1.190 1.972  0.092
C 1.044 -0.121 -0.576  -0.188
H -1.442 -0.297 1.509  0.133
H 1.627 2.387 0.672  0.096
O -1.388 2.004 -0.700  0.153
H 1.153 -2.369 -0.971  0.111
O 0.120 0.499 -1.555  0.066
H -2.521 -1.301 -2.289  0.027
C -0.354 -0.441 1.432  -0.098
H -1.555 -0.546 -3.207  0.040
H -0.353 -2.699 1.119  0.109
H 0.442 2.254 1.998  0.097
H 0.036 -0.421 2.460  0.122
H 2.073 0.151 -0.833  0.157
C -0.002 -1.735 0.748  -0.052
O -2.439 -0.486 -2.793  -0.063
C 0.335 0.641 0.570  -0.343
C 1.117 1.685 1.345  -0.009

As for the HOMO energy: -0.37368 Ha. The charge is 0.



Last place for stability: *A*



*A*
# CH14O5S

A cluster of 7 separate species, CH14O5S in total (the ωB97M-V functional and the def2-TZVPD basis, the Open Molecules 2025 dataset).

Last column: Löwdin charge in e.
CARTESIAN COORDINATES (ANGSTROEM)
H 0.266 0.276 -1.524  0.095
H -0.345 0.502 1.945  -0.024
H -1.184 2.160 -1.137  0.095
H 3.018 0.748 1.511  0.062
S 1.475 -1.451 -0.355  0.904
H 0.174 -0.840 1.470  -0.081
C 1.158 0.221 -0.876  -0.478
H -2.145 -1.548 -0.729  -0.029
O 0.009 1.965 1.596  -0.248
H 2.028 0.549 -1.464  0.099
H 2.609 0.152 1.712  0.025
H -0.288 2.766 2.034  0.013
H -0.874 -3.135 -2.463  0.067
O -2.583 -1.036 -0.047  -0.089
O -0.864 -2.224 -2.132  -0.081
H -1.896 -0.840 0.629  -0.008
O -0.539 1.561 -0.726  -0.119
O -0.578 -0.463 1.924  -0.082
H -0.370 1.894 0.270  -0.010
H -0.043 -2.117 -1.621  -0.108
H 0.971 0.860 -0.017  -0.002

As for the HOMO energy: -0.36453 Ha. The charge is 0.



*B*
# CH14O5S

A cluster of 6 separate species, CH14O5S in total (the ωB97M-V functional and the def2-TZVPD basis, the Open Molecules 2025 dataset).

Last column: Löwdin charge in e.
CARTESIAN COORDINATES (ANGSTROEM)
H 1.257 1.400 3.398  0.008
H -1.611 -1.496 -2.601  0.053
C 1.236 2.047 2.535  -0.417
H -3.012 1.407 -1.634  0.103
O -1.158 -1.742 -1.748  -0.099
O -1.675 -4.141 0.750  0.010
H -0.876 -4.202 1.177  -0.010
H 0.536 2.926 2.489  0.027
O -2.075 1.304 -1.231  -0.098
H 2.113 -0.570 2.057  -0.069
H -0.055 1.972 0.344  -0.173
H 1.102 1.304 -4.768  0.043
O 2.846 -0.875 2.569  -0.049
H -2.316 1.220 -0.320  -0.002
H 2.337 2.388 2.286  0.070
O 0.209 1.531 -4.455  -0.063
H -1.760 -3.231 0.829  -0.010
S 0.461 1.035 1.129  0.615
H -1.053 -0.874 -1.284  0.012
H 3.561 -0.370 2.209  0.027
H -0.183 0.660 -4.545  0.021

As for the structure (SMILES): CS.O.O.O.O.O. As for the HOMO energy: -0.35307 Ha. The charge is 0.



Last place for stability: *A*